This record from the Open Molecules 2025 dataset describes one molecule with the formula C19H16ClFN4O5S2. The level of theory is ωB97M-V/def2-TZVPD.

XYZ file:
```
48
Properties=species:S:1:pos:R:3:nbo_charge:R:1
O 0.3080 1.9238 0.1755 -0.5890
C -0.6809 1.2459 0.3279 0.7139
N -1.8443 1.6609 -0.3037 -0.6354
C -3.1077 1.1558 -0.2870 0.3007
N -3.5041 0.0760 0.2710 -0.4933
C -4.8423 -0.1336 0.0987 0.1011
C -5.5611 -1.2180 0.5903 -0.1855
C -6.9136 -1.2985 0.3350 -0.2783
C -7.5367 -0.3005 -0.4068 0.4035
C -6.8608 0.7924 -0.9146 -0.2909
C -5.5054 0.8638 -0.6523 -0.1935
S -4.3707 2.0889 -1.1361 0.3367
H -7.3770 1.5464 -1.4854 0.2385
F -8.8582 -0.4030 -0.6412 -0.3199
H -7.5024 -2.1241 0.7008 0.2352
H -5.0508 -1.9758 1.1613 0.2308
H -1.7266 2.5232 -0.8264 0.4201
C -0.7642 -0.0306 1.1285 -0.3490
H -1.7471 -0.0637 1.6052 0.2686
C 0.3317 -0.1228 2.1964 -0.3829
H 0.3371 0.7793 2.8087 0.2245
C 1.7178 -0.3044 1.5809 -0.2521
N 1.7132 -1.4290 0.6701 -0.6767
S 3.1998 -2.0426 0.2966 2.3515
O 3.9149 -2.2324 1.5177 -0.9324
O 3.0191 -3.1548 -0.5809 -0.9230
C 4.0340 -0.6829 -0.5770 -0.3678
C 4.7642 0.1853 0.2090 -0.1755
C 5.3732 1.2900 -0.3706 0.0719
C 5.2633 1.5291 -1.7372 -0.1714
C 4.5371 0.6581 -2.5216 -0.2295
C 3.9130 -0.4474 -1.9418 0.0026
Cl 3.0178 -1.5113 -2.9328 0.0716
H 4.4398 0.8206 -3.5828 0.2404
H 5.7500 2.3944 -2.1616 0.2563
N 6.1285 2.2060 0.4560 0.5191
O 6.7212 3.0999 -0.1055 -0.3730
O 6.1149 2.0207 1.6506 -0.3643
H 4.8718 -0.0169 1.2640 0.2806
C 0.7581 -1.3119 -0.4067 -0.2454
C -0.6474 -1.2364 0.1806 -0.3800
H -1.3860 -1.1679 -0.6175 0.2268
H -0.8399 -2.1434 0.7531 0.2225
H 0.8690 -2.2011 -1.0281 0.2453
H 0.9591 -0.4161 -1.0142 0.1842
H 2.4498 -0.5307 2.3564 0.2350
H 2.0094 0.6180 1.0622 0.2105
H 0.1113 -0.9787 2.8351 0.2168
```

## Properties
Orbital gap in eV: 8.040
Total charge: 0
Multiplicity: 1
SMILES: O=C(Nc1nc2ccc(F)cc2s1)C1CCN(S(=O)(=O)c2cc([N+](=O)[O-])ccc2Cl)CC1
HOMO energy in eV: -8.89



This record from the Open Molecules 2025 dataset describes one molecule with the formula C6H9N. The level of theory is ωB97M-V/def2-TZVPD.

XYZ file:
```
16
Properties=species:S:1:pos:R:3:nbo_charge:R:1
C 2.6866 0.7022 2.0043 -0.6803
C 1.7835 0.0955 1.0265 -0.0018
C 1.0125 -0.3819 0.2328 -0.0262
C 0.0226 -0.9484 -0.6884 -0.4767
C -1.3799 -0.5238 -0.2959 -0.0692
C -1.9493 0.7264 -0.8196 -0.2602
N -2.3940 -0.5683 -1.3401 -0.5945
H 2.8961 1.7436 1.7612 0.2321
H 3.6446 0.1854 2.0614 0.2325
H 2.2545 0.6896 3.0054 0.2322
H 0.0993 -2.0399 -0.6916 0.2323
H 0.2422 -0.6306 -1.7137 0.2375
H -1.6788 -0.8054 0.7186 0.1963
H -1.3592 1.3374 -1.5057 0.1982
H -2.6005 1.2702 -0.1526 0.1933
H -3.2952 -0.8550 -0.9650 0.3547
```

## Properties
Orbital gap in eV: 10.423
Total charge: 0
Multiplicity: 1
Energy above the lowest of the compared OMol25 structures with the same formula, charge and spin in kcal/mol: 65.0
SMILES: CC#CC[C@H]1CN1
HOMO energy in eV: -9.39



This record from the Open Molecules 2025 dataset describes C21H19Co2N2O6 as an isolated structure. The level of theory is ωB97M-V/def2-TZVPD.

XYZ file:
```
50
Properties=species:S:1:pos:R:3:nbo_charge:R:1
C 1.0758 1.7366 2.2389 -0.4121
N -0.2881 2.1825 2.0622 -0.4116
C -0.9598 2.9756 3.0701 -0.2083
C -2.2256 3.4256 2.3723 -0.2102
N -2.1549 2.7663 1.0849 -0.4086
C -3.1075 3.0829 0.0462 -0.4123
C -1.0358 2.0421 0.9608 0.5844
C -0.6388 1.2503 -0.2434 -0.8020
H 1.7224 2.0847 1.4216 0.2304
H 1.4365 2.1462 3.1882 0.2009
H 1.1495 0.6444 2.2864 0.2252
H -1.1961 2.3634 3.9528 0.1946
H -0.3290 3.8170 3.3823 0.1937
H -3.1237 3.1069 2.9172 0.1964
H -2.2587 4.5167 2.2532 0.1875
H -3.2876 2.2238 -0.6077 0.2616
H -4.0506 3.3678 0.5255 0.1991
H -2.7624 3.9259 -0.5749 0.1891
H -0.9268 1.8218 -1.1458 0.2172
H 0.4649 1.1557 -0.2397 0.2551
O -0.1170 -1.4931 2.5905 -0.5562
C -0.5120 -0.9968 1.6162 0.5483
Co -1.3002 -0.4759 0.1423 -0.0833
C -2.3818 -1.8595 0.0437 0.6104
O -3.1521 -2.7267 0.0117 -0.5338
C -2.2533 -0.2193 -1.4129 0.4485
O -3.3921 0.0206 -1.7276 -0.6468
C 1.1706 -1.4564 -1.5646 -0.1925
C 1.4420 -2.6894 -0.8662 0.0276
C 2.3849 -2.7124 0.1858 -0.2269
C 2.6141 -3.8977 0.8836 -0.2132
C 1.9262 -5.0683 0.5389 -0.2496
C 1.0271 -5.0593 -0.5362 -0.2147
C 0.7756 -3.8777 -1.2307 -0.2298
C 0.2734 -0.5750 -1.9401 -0.1640
C -1.0604 -0.1637 -2.3863 -0.6220
Co 1.9902 0.0147 -2.2427 -0.1263
C 2.9596 0.7755 -0.9601 0.4226
O 3.6425 1.3171 -0.1962 -0.6106
C 1.5370 1.4571 -3.1312 0.5174
O 1.2289 2.4150 -3.7015 -0.5873
C 3.1821 -0.7199 -3.3101 0.4898
O 3.9774 -1.1608 -4.0237 -0.5780
H 2.9039 -1.7853 0.4530 0.2196
H 3.3383 -3.9009 1.7001 0.2009
H 2.1056 -5.9906 1.0977 0.1989
H 0.5136 -5.9724 -0.8407 0.2014
H 0.0636 -3.8393 -2.0594 0.2147
H -1.0292 0.8353 -2.8607 0.2283
H -1.3618 -0.8310 -3.2238 0.2365
```

## Properties
Orbital gap in eV: 5.344
Total charge: -1
Multiplicity: 1
Energy above the lowest of the compared OMol25 structures with the same formula, charge and spin in kcal/mol: 0.0
HOMO energy in eV: -2.96



This record from the Open Molecules 2025 dataset describes C33H28ClN4O2Ru as an isolated structure. The level of theory is ωB97M-V/def2-TZVPD.

XYZ file:
```
69
Properties=species:S:1:pos:R:3:mulliken_spin:R:1
Ru 0.5445 -0.3726 0.0218 3.9621
O -0.6751 0.1973 1.8299 0.1765
C -1.6315 -0.6207 2.1995 -0.0082
C -2.7149 -0.1678 2.9813 0.0339
C -3.7619 -1.0089 3.2867 -0.0030
C -3.7891 -2.3370 2.8397 0.0159
C -2.7277 -2.8097 2.1006 -0.0166
C -1.6475 -1.9742 1.8005 -0.0203
C -0.4381 -2.4755 1.1620 0.1397
N -0.3641 -3.4627 0.3627 0.1013
C 0.9547 -3.8647 -0.0797 0.0029
C 1.2467 -3.3571 -1.4800 0.0216
N 1.4312 -1.9002 -1.5134 0.0799
C 1.5048 -1.3697 -2.6780 0.0402
C 1.9345 -0.0251 -2.9647 -0.0169
C 1.8903 0.4281 -4.2967 -0.0075
C 2.4131 1.6418 -4.6588 0.0126
C 3.0344 2.4267 -3.6731 0.0009
C 3.0992 2.0118 -2.3652 0.0191
C 2.5197 0.7861 -1.9510 -0.0032
O 2.5263 0.4318 -0.7011 0.1300
H -2.7090 0.8683 3.3015 0.0003
H -4.5863 -0.6328 3.8819 0.0002
H -4.6205 -2.9836 3.0874 0.0010
H -2.6954 -3.8371 1.7574 0.0005
H 0.4994 -2.0342 1.5742 -0.0952
H 0.9917 -4.9546 -0.1104 0.0009
H 1.7488 -3.5162 0.5980 0.0063
H 0.4565 -3.6798 -2.1655 -0.0067
H 2.1782 -3.8241 -1.8098 -0.0003
H 1.2774 -1.9915 -3.5515 -0.0021
H 1.4346 -0.2118 -5.0458 0.0000
H 2.3640 1.9826 -5.6832 0.0008
H 3.4709 3.3796 -3.9479 0.0004
H 3.5836 2.6152 -1.6062 0.0007
N 0.4151 2.0497 -0.3330 0.1405
C -0.7790 2.5982 0.2028 -0.0375
C -0.7233 3.5781 1.1811 0.0153
C -1.8923 4.0764 1.7359 -0.0041
C -3.1179 3.5993 1.2981 0.0108
C -3.1609 2.6163 0.3194 -0.0096
C -1.9981 2.0944 -0.2373 0.0219
C -2.0827 0.9773 -1.2214 0.0472
C -3.0034 1.0964 -2.2648 0.0033
C -3.2682 0.0321 -3.1113 0.0215
C -2.6510 -1.1872 -2.8782 -0.0047
C -1.7236 -1.3051 -1.8494 0.0408
C -1.3675 -0.2223 -1.0372 0.1243
H 1.2579 2.5061 -0.0093 -0.0042
H 0.4123 1.9925 -1.3464 -0.0121
H 0.2432 3.9479 1.5097 -0.0007
H -1.8430 4.8352 2.5063 0.0001
H -4.0364 3.9781 1.7282 0.0006
H -4.1143 2.2159 -0.0028 0.0002
H -3.5232 2.0384 -2.4024 -0.0005
H -3.9701 0.1473 -3.9279 0.0016
H -2.8896 -2.0486 -3.4921 -0.0002
H -1.2943 -2.2818 -1.6592 0.0052
Cl 5.7681 -1.5966 2.4931 0.0010
C 4.2876 -0.7276 2.7115 0.0041
C 4.1057 0.0971 3.8070 -0.0015
C 2.9064 0.7764 3.9215 0.0042
C 1.9279 0.5894 2.9577 0.0083
N 2.1154 -0.2160 1.9116 0.0544
C 3.2785 -0.8524 1.7762 0.0029
H 4.8858 0.1953 4.5504 0.0000
H 2.7250 1.4414 4.7545 0.0005
H 0.9534 1.0567 3.0179 -0.0062
H 3.4130 -1.4557 0.8867 0.0050
```

## Properties
Orbital gap (spin up / spin down) in eV: 7.200 / 6.167
Total charge: 0
Multiplicity: 6
⟨S²⟩: 8.763
HOMO energy (spin up / spin down) in eV: -7.02 / -7.35